Below is one molecule with the formula C4H6NOPS, with properties calculated with ωB97M-V/def2-TZVPD.

```
14
Properties=species:S:1:pos:R:3:forces:R:3
C 0.99893 1.64646 0.98655 1.9 -5.3 0.1
O 0.57877 0.99467 -0.28616 0.9 2.1 -0.4
N -0.18831 -0.07308 -0.16863 -2.9 0.7 0.9
C 0.28922 -1.32861 -0.22419 0.5 -3.4 0.9
C -0.65634 -2.29382 0.02334 1.5 1.2 -0.1
P -2.31042 -1.57294 0.08175 0.8 -0.4 -2.7
C -1.49886 -0.00876 0.08211 -1.6 6.6 -0.7
S -2.33806 1.84971 0.11429 1.8 -4.5 0.2
H 1.23304 0.64538 1.59897 -0.3 2.4 -0.5
H 0.31091 2.22412 1.55734 -0.7 0.8 -0.4
H 1.99217 1.99420 0.67561 -0.7 0.7 0.5
H 1.37266 -1.48276 -0.26584 -0.5 0.1 -0.3
H -0.34481 -3.29118 0.19458 0.0 -0.9 -0.2
H -2.54238 -1.47052 1.36683 -0.5 -0.1 2.8
```
Forces are in eV/Å.

## Properties
Energy relative to the best compared isomer or geometry (same formula, charge and spin) = 4.8781 eV
Net charge = 0
Structure (SMILES) = COn1cc[pH]c1=S
Spin multiplicity = 1
Kohn-Sham gap (alpha / beta) = 7.26 / 7.26 eV
Energy = -27901.4764 eV

---

Below is an isolated ion of composition C4H6NOS and charge +1, with properties calculated with ωB97M-V/def2-TZVPD.

```
13
Properties=species:S:1:pos:R:3:forces:R:3
C 1.84757 0.34973 0.18134 0.2 3.0 -0.6
C -1.96823 1.84886 -0.01313 -0.3 0.0 0.1
C 1.40848 -0.94896 0.38017 -0.7 -2.1 0.1
C 0.10417 -1.32962 -0.42725 -0.5 0.6 0.2
N -1.15054 0.88987 -0.05341 1.2 0.6 -0.2
O 2.16355 1.41561 -0.00148 -0.2 -1.6 0.3
S -1.43178 -0.69841 0.30317 0.0 -0.7 -0.1
H -3.02643 1.77449 0.21640 -0.1 -0.2 0.1
H -1.57818 2.83311 -0.23050 0.0 0.2 -0.1
H 2.19889 -1.64466 0.06522 0.2 0.3 0.1
H 1.23621 -1.10670 1.45233 0.1 0.2 0.0
H 0.18989 -0.96871 -1.44985 0.0 -0.1 0.0
H 0.00639 -2.41461 -0.42302 0.2 0.0 0.0
```
Forces are in eV/Å.

## Properties
Energy relative to the best compared isomer or geometry (same formula, charge and spin) = 1.8305 eV
Net charge = +1
Spin multiplicity = 1
Kohn-Sham gap = 7.84 eV
Energy = -18608.8400 eV

---

Below is one molecule with the formula C4H6NP, with properties calculated with ωB97M-V/def2-TZVPD.

```
12
Properties=species:S:1:pos:R:3:forces:R:3
N -2.85943 0.37086 1.52278 2.3 -0.8 0.2
C -1.62713 0.32733 1.53207 -2.3 -0.1 0.2
P -0.03572 -0.14985 1.66207 0.1 0.3 -0.4
C 0.16790 -0.43049 -0.17732 -0.4 -0.5 0.9
C 1.55916 -0.84494 -0.62717 0.1 1.8 1.5
C 0.95416 0.51497 -0.95895 1.4 2.0 0.9
H -3.46175 1.16818 1.51381 0.0 0.7 -0.2
H -0.77722 -0.75153 -0.55875 0.0 -1.1 -0.6
H 2.48869 -0.96955 -0.03129 -1.2 0.1 0.1
H 1.56325 -1.39890 -1.49181 0.1 -1.5 -1.8
H 0.92652 0.71175 -2.01510 -0.9 -0.1 -0.3
H 1.10159 1.45217 -0.37033 0.8 -0.9 -0.6
```
Forces are in eV/Å.

## Properties
Energy relative to the best compared isomer or geometry (same formula, charge and spin) = 2.1499 eV
Net charge = 0
Structure (SMILES) = N=C=PC1CC1
Spin multiplicity = 1
Kohn-Sham gap = 9.07 eV
Energy = -15020.9946 eV

---

Below is C4H6NS as an isolated structure, with properties calculated with ωB97M-V/def2-TZVPD.

```
12
Properties=species:S:1:pos:R:3:forces:R:3
C 1.45980 0.39438 -0.27231 -0.4 -0.4 0.2
C 1.07856 -1.04761 -0.16000 0.1 -0.4 -0.1
C -2.21172 0.94963 -0.13581 -0.2 -0.4 -0.1
C -0.09436 -0.42020 0.63823 0.5 0.0 0.0
N 0.45875 0.90524 0.34635 0.1 0.7 0.2
S -1.77494 -0.60089 -0.04075 -0.1 0.5 0.0
H 2.29946 0.91175 -0.69761 0.2 0.2 -0.1
H 0.81706 -1.54935 -1.08937 0.0 0.0 -0.1
H 1.75769 -1.67481 0.41514 -0.1 -0.1 0.0
H -1.54502 1.75156 0.16056 0.2 0.0 0.0
H -3.19317 1.19335 -0.52035 -0.1 -0.1 0.0
H -0.13273 -0.66836 1.70211 -0.1 0.0 -0.1
```
Forces are in eV/Å.

## Properties
Energy relative to the best compared isomer or geometry (same formula, charge and spin) = 1.8757 eV
Net charge = +1
Spin multiplicity = 1
Kohn-Sham gap = 8.52 eV
Energy = -16560.6958 eV

---

Below is C4H6NiO2 as an isolated structure, with properties calculated with ωB97M-V/def2-TZVPD.

```
13
Properties=species:S:1:pos:R:3:forces:R:3
H 0.59614 -1.07750 1.41825 0.0 -1.0 -0.7
O 2.54140 0.04622 0.01811 -0.9 0.0 -0.1
C 1.27797 0.12650 0.19718 -1.0 0.5 -2.9
C 0.59924 -1.16751 0.25732 0.6 0.2 2.1
C -0.82613 -1.48584 -0.16969 -0.5 0.1 -0.2
C -1.91520 -0.49856 0.03200 -0.2 -0.8 -0.1
O -1.75683 0.70834 0.19034 0.4 0.7 -0.3
Ni -0.14143 1.67729 -0.19731 0.5 -0.7 0.8
H 2.91649 0.83665 -0.40071 0.6 0.4 0.6
H 1.26584 -1.96729 -0.09601 0.0 0.2 0.5
H -1.15040 -2.41428 0.32449 0.1 0.2 -0.1
H -0.87842 -1.75070 -1.24210 0.0 0.1 0.1
H -2.94622 -0.89024 0.00106 0.1 0.2 0.1
```
Forces are in eV/Å.

## Properties
Energy relative to the best compared isomer or geometry (same formula, charge and spin) = 0.0000 eV
Net charge = +2
Spin multiplicity = 3
Kohn-Sham gap (alpha / beta) = 9.47 / 8.50 eV
Energy = -49361.0768 eV

---

Below is one molecule with the formula C4H6O, with properties calculated with ωB97M-V/def2-TZVPD.

```
11
Properties=species:S:1:pos:R:3:forces:R:3
C 2.14062 0.34301 -0.54828 -0.4 0.5 0.0
C 0.95629 0.41540 -0.35134 0.5 0.2 0.0
C -0.49183 0.37653 -0.10712 0.1 -0.2 -0.2
C -0.84105 -1.08730 0.12071 -0.1 0.0 0.1
O -0.88974 1.13857 1.02137 0.1 0.1 0.1
H 3.17884 0.45838 -0.74922 0.0 -0.2 0.0
H -1.01317 0.75230 -1.00474 0.2 -0.1 0.2
H -1.91855 -1.23578 0.09427 0.0 -0.1 0.0
H -0.45284 -1.40829 1.09239 -0.1 0.1 -0.2
H -0.34784 -1.66821 -0.65688 -0.2 -0.2 0.0
H -0.32074 1.91541 1.08884 -0.1 -0.1 0.0
```
Forces are in eV/Å.

## Properties
Energy relative to the best compared isomer or geometry (same formula, charge and spin) = 1.3767 eV
Net charge = 0
Structure (SMILES) = C#C[C@@H](C)O
Spin multiplicity = 1
Kohn-Sham gap = 11.09 eV
Energy = -6290.5413 eV

---

Below is one molecule with the formula C4H6O, with properties calculated with ωB97M-V/def2-TZVPD.

```
11
Properties=species:S:1:pos:R:3:forces:R:3
C 0.65873 0.89864 -0.05143 0.1 0.0 0.1
C 1.03031 -0.35734 0.14877 0.2 -0.1 -0.1
C -0.15227 -1.25728 0.08558 0.2 -0.1 0.2
O -1.27280 -0.37133 0.13697 0.0 -0.2 -0.5
C -0.84597 0.98396 -0.03625 0.1 0.0 -0.1
H 1.30599 1.74521 -0.25641 -0.1 -0.1 0.2
H 2.01084 -0.80901 0.09354 0.2 0.4 0.2
H -0.33317 -2.01065 0.85459 0.4 0.2 0.3
H 0.09923 -1.85896 -0.82537 -1.3 0.4 -0.1
H -1.21095 1.62228 0.79079 0.0 -0.4 -0.2
H -1.27548 1.39263 -0.96558 0.2 -0.1 0.1
```
Forces are in eV/Å.

## Properties
Energy relative to the best compared isomer or geometry (same formula, charge and spin) = 0.6637 eV
Net charge = 0
Structure (SMILES) = C1=CCOC1
Spin multiplicity = 1
Kohn-Sham gap = 10.15 eV
Energy = -6291.2542 eV

---

Below is one molecule with the formula C4H6O, with properties calculated with ωB97M-V/def2-TZVPD.

```
11
Properties=species:S:1:pos:R:3:forces:R:3
C 1.99236 0.23692 -0.67101 -0.5 -0.5 1.1
C 0.67783 0.45162 -0.55408 -0.4 1.1 -1.3
C -0.29667 -0.33382 0.18724 1.2 0.7 -1.7
C -1.56171 0.12442 0.25955 0.1 -2.8 1.4
O -2.37173 -0.40455 1.24772 -0.2 0.3 -0.9
H 2.74764 0.96088 -0.94310 -0.3 0.0 -0.6
H 2.34603 -0.68991 -0.22728 0.3 0.1 0.1
H 0.19958 1.32103 -1.03151 0.6 0.0 0.3
H 0.20453 -1.24443 0.53914 -1.1 0.2 1.0
H -2.12317 0.61034 -0.52561 0.4 0.9 0.4
H -1.81470 -1.03250 1.71893 -0.1 0.0 0.3
```
Forces are in eV/Å.

## Properties
Energy relative to the best compared isomer or geometry (same formula, charge and spin) = 1.3209 eV
Net charge = 0
Structure (SMILES) = C=C/C=C/O
Spin multiplicity = 1
Kohn-Sham gap = 9.18 eV
Energy = -6290.5970 eV

---

Below is C4H6O as an isolated structure, with properties calculated with ωB97M-V/def2-TZVPD.

```
11
Properties=species:S:1:pos:R:3:forces:R:3
O 0.95852 -2.08512 -1.03924 -0.1 0.3 0.1
C 0.56554 -1.02388 -0.60049 0.0 0.0 -0.1
C 0.08513 -0.63150 0.83599 0.0 -0.1 0.1
C -0.12340 0.77210 0.25519 0.0 0.3 0.1
C 0.38860 0.32120 -1.04928 0.4 -0.2 -0.4
H -0.78705 -1.15101 1.25198 0.1 0.1 -0.1
H 0.88828 -0.60338 1.57425 -0.1 -0.1 0.0
H 0.08455 1.72885 0.73095 0.3 -0.1 0.0
H -1.45581 0.96500 0.43685 -0.3 -0.1 -0.1
H 0.54774 0.87700 -1.96391 0.0 -0.1 0.1
H -1.15212 0.83073 -0.43231 -0.3 0.0 0.2
```
Forces are in eV/Å.

## Properties
Energy relative to the best compared isomer or geometry (same formula, charge and spin) = 4.4875 eV
Net charge = 0
Spin multiplicity = 1
Kohn-Sham gap = 8.31 eV
Energy = -6287.4304 eV

---

Below is C4H6O as an isolated structure, with properties calculated with ωB97M-V/def2-TZVPD.

```
11
Properties=species:S:1:pos:R:3:forces:R:3
C 1.09660 -0.34437 -0.60874 0.1 0.1 -0.2
C -0.37525 -0.80635 0.83632 -0.2 0.3 0.0
C -0.82970 0.63733 1.01282 0.0 0.1 0.4
O -1.06633 0.86118 -0.39545 0.1 0.1 0.0
C -0.48130 -0.42499 -0.57648 0.2 -0.3 -0.2
H 1.49449 -1.26182 -1.04054 -0.1 0.2 0.0
H 1.31555 0.54245 -1.20552 0.1 -0.1 0.0
H 1.57938 -0.21991 0.37323 -0.2 0.0 -0.2
H -0.12269 1.35770 1.44015 -0.1 -0.2 0.0
H -1.75798 0.64904 1.59815 0.0 0.0 -0.1
H -0.85276 -0.99026 -1.43393 0.0 0.0 0.3
```
Forces are in eV/Å.

## Properties
Energy relative to the best compared isomer or geometry (same formula, charge and spin) = 4.1185 eV
Net charge = 0
Spin multiplicity = 1
Kohn-Sham gap = 9.49 eV
Energy = -6287.7994 eV